Record 1
{"formula": "C6H8FN2O3", "method": "ωB97M-V/def2-TZVPD", "symbols": ["C", "C", "C", "C", "C", "C", "N", "N", "O", "O", "O", "F", "H", "H", "H", "H", "H", "H", "H", "H"], "xyz": [[0.749, 1.469, -0.312], [-0.649, 1.769, -0.181], [1.547, 0.439, -0.039], [-1.670, 0.884, -0.166], [1.207, -0.692, 0.968], [0.793, -1.758, 0.197], [-1.561, -0.530, -0.100], [2.735, 0.189, -0.607], [-1.816, -1.157, 1.118], [-2.131, -1.213, -1.129], [0.373, -2.586, -0.447], [-2.932, 1.423, 0.105], [1.252, 2.308, -0.796], [-1.063, 2.842, -0.174], [2.217, -0.937, 1.509], [0.361, -0.289, 1.504], [3.243, -0.546, -0.256], [-2.622, -1.104, 1.550], [3.021, 0.604, -1.481], [-3.053, -1.115, -1.265]], "e_above_lowest_kcal_mol": 0.00, "total_charge": 1, "spin_multiplicity": 1, "orbital_gap_ev": 7.6, "largest_force_ev_per_a": 4.06}

Record 2
{"formula": "C6H8FNO2", "method": "ωB97M-V/def2-TZVPD", "symbols": ["C", "C", "C", "C", "C", "C", "N", "O", "O", "F", "H", "H", "H", "H", "H", "H", "H", "H"], "xyz": [[0.763, -1.495, -0.311], [2.017, 0.412, -0.943], [-0.439, -0.480, -0.036], [0.010, 0.832, 0.460], [-1.399, -1.269, 0.862], [-0.714, 2.156, 0.022], [1.828, -0.916, -0.910], [0.623, -2.668, -0.254], [2.868, 1.175, -1.215], [0.521, 0.756, 1.718], [-0.858, -0.388, -1.046], [-1.377, -2.292, 0.653], [-2.302, -0.697, 0.610], [-1.352, -1.007, 1.927], [0.037, 2.921, -0.170], [-1.282, 2.619, 0.890], [-1.397, 1.886, -0.834], [2.453, -1.548, -1.423]], "e_above_lowest_kcal_mol": 60.69, "total_charge": 0, "spin_multiplicity": 1, "orbital_gap_ev": [8.2, 8.0], "largest_force_ev_per_a": 4.32}

Record 3
{"formula": "C6H8FeO6", "method": "ωB97M-V/def2-TZVPD", "symbols": ["O", "C", "C", "O", "O", "C", "H", "H", "H", "H", "H", "O", "O", "C", "C", "O", "C", "H", "H", "H", "Fe"], "xyz": [[-1.923, 0.907, 1.666], [1.341, -0.636, 0.707], [-0.895, 1.529, 2.340], [2.142, -1.528, 0.862], [1.091, 0.176, 1.720], [0.478, 1.488, 1.682], [-0.783, 1.110, 3.361], [-1.100, 2.613, 2.472], [1.169, 2.125, 2.249], [0.454, 1.856, 0.651], [-0.855, 1.176, -3.160], [-0.702, -1.357, -0.178], [-0.435, 0.807, -1.137], [-0.048, 0.846, -2.492], [0.357, -0.589, -2.801], [1.036, -1.021, -1.614], [0.356, -0.682, -0.490], [0.821, 1.517, -2.592], [1.076, -0.656, -3.623], [-0.516, -1.233, -2.978], [-1.952, 0.164, -0.037]], "e_above_lowest_kcal_mol": 0.00, "total_charge": 1, "spin_multiplicity": 6, "orbital_gap_ev": [8.5, 6.7], "largest_force_ev_per_a": 3.00}

Record 4
{"formula": "C6H8HgLiO5", "method": "ωB97M-V/def2-TZVPD", "symbols": ["Li", "O", "O", "C", "C", "O", "C", "H", "H", "H", "H", "Hg", "O", "C", "C", "O", "C", "H", "H", "H", "H"], "xyz": [[1.758, -3.639, 0.266], [0.843, -2.644, -0.973], [-1.312, -2.289, -0.177], [-1.657, -3.235, 0.814], [-0.713, -2.870, 1.947], [0.456, -2.495, 1.242], [0.091, -2.016, -0.101], [-2.717, -3.121, 1.066], [-1.476, -4.264, 0.458], [-0.480, -3.705, 2.618], [-1.095, -2.019, 2.531], [0.943, 2.342, -0.507], [0.673, -0.005, -1.289], [0.124, 5.028, 0.137], [-0.872, 4.267, 0.617], [0.045, 0.252, 0.806], [0.259, -0.478, -0.198], [0.088, 5.429, -0.879], [0.969, 5.316, 0.769], [-1.737, 4.016, -0.003], [-0.856, 3.909, 1.649]], "e_above_lowest_kcal_mol": 0.56, "total_charge": 0, "spin_multiplicity": 2, "orbital_gap_ev": [7.2, 6.5], "largest_force_ev_per_a": 1.83}

Record 5
{"formula": "C6H8HgNaO6", "method": "ωB97M-V/def2-TZVPD", "symbols": ["O", "O", "C", "C", "O", "C", "H", "H", "H", "H", "O", "C", "C", "O", "C", "H", "H", "H", "H", "O", "Hg", "Na"], "xyz": [[0.158, 0.724, 0.695], [3.095, -0.355, -1.052], [0.862, 0.302, 1.814], [2.292, -0.144, 1.538], [2.366, -1.370, 0.796], [2.868, -1.452, -0.510], [0.328, -0.540, 2.304], [0.945, 1.090, 2.592], [2.795, -0.332, 2.499], [2.842, 0.648, 1.009], [-0.559, -1.292, -1.455], [-0.327, -2.668, -1.086], [-0.853, -2.711, 0.345], [-1.729, -1.565, 0.394], [-1.410, -0.732, -0.584], [-0.899, -3.300, -1.776], [0.749, -2.858, -1.159], [-0.053, -2.557, 1.079], [-1.443, -3.602, 0.575], [-2.002, 0.308, -0.843], [-1.768, 1.931, 0.690], [1.137, 0.697, -1.299]], "e_above_lowest_kcal_mol": 35.44, "total_charge": 0, "spin_multiplicity": 2, "orbital_gap_ev": [6.1, 3.9], "largest_force_ev_per_a": 1.57}

Record 6
{"formula": "C6H8LiO3Tl", "method": "ωB97M-V/def2-TZVPD", "symbols": ["C", "C", "O", "H", "H", "H", "O", "Tl", "C", "C", "C", "C", "O", "Li", "H", "H", "H", "H", "H"], "xyz": [[4.051, 0.472, 0.746], [3.977, 1.687, 0.116], [2.915, 2.248, -0.376], [3.209, 0.126, 1.357], [5.027, 0.013, 0.920], [4.946, 2.152, -0.166], [0.640, -0.668, -0.928], [0.909, 1.510, -1.103], [-0.080, -1.141, 0.167], [-1.515, -1.449, -0.182], [-2.526, -0.490, -0.084], [-3.823, -0.593, -0.600], [-4.822, 0.166, -0.257], [-5.188, 1.729, 0.420], [-0.076, -0.400, 1.003], [0.390, -2.058, 0.593], [-1.734, -2.394, -0.696], [-2.297, 0.444, 0.452], [-4.005, -1.353, -1.382]], "total_charge": -1, "spin_multiplicity": 2, "orbital_gap_ev": [3.0, 4.2], "largest_force_ev_per_a": 1.99}

Record 7
{"formula": "C6H8LiO5Rb", "method": "ωB97M-V/def2-TZVPD", "symbols": ["Rb", "O", "O", "C", "C", "O", "C", "H", "H", "H", "H", "Li", "O", "C", "C", "O", "C", "H", "H", "H", "H"], "xyz": [[4.161, 2.869, 2.058], [1.569, 2.221, -0.108], [1.488, 0.254, -1.343], [2.486, -0.687, -0.998], [2.147, -1.017, 0.447], [1.666, 0.226, 0.928], [1.110, 1.005, -0.182], [2.417, -1.548, -1.673], [3.490, -0.237, -1.082], [3.015, -1.321, 1.044], [1.356, -1.779, 0.515], [-2.751, 1.715, 0.416], [-1.122, 1.866, -0.594], [-3.739, -0.245, 0.415], [-2.555, -0.859, -0.138], [-0.956, -0.122, 0.365], [-0.442, 0.929, -0.155], [-4.505, -0.061, -0.355], [-4.092, -0.690, 1.357], [-2.469, -0.697, -1.221], [-2.271, -1.824, 0.303]], "e_above_lowest_kcal_mol": 13.64, "total_charge": 0, "spin_multiplicity": 1, "orbital_gap_ev": 5.2, "largest_force_ev_per_a": 2.32}

Record 8
{"formula": "C6H8LiO6Rh", "method": "ωB97M-V/def2-TZVPD", "symbols": ["O", "C", "C", "O", "O", "C", "H", "H", "H", "H", "O", "C", "C", "O", "O", "C", "H", "H", "H", "H", "Li", "Rh"], "xyz": [[-2.432, -1.813, -1.444], [-1.339, -1.116, -1.502], [-3.322, -1.283, -0.434], [-0.413, -1.401, -2.250], [-1.286, -0.164, -0.601], [-2.399, -0.401, 0.412], [-3.736, -2.126, 0.124], [-4.105, -0.710, -0.940], [-2.013, -0.939, 1.283], [-2.873, 0.551, 0.668], [1.556, 1.336, 1.501], [0.693, 0.543, 2.344], [2.792, 0.779, 1.089], [-0.474, 0.866, 2.084], [1.711, 0.607, -1.050], [2.897, 0.996, -0.416], [2.804, -0.295, 1.329], [3.633, 1.267, 1.607], [3.774, 0.443, -0.794], [3.071, 2.070, -0.609], [0.227, 1.208, 0.041], [1.234, -0.418, -2.442]], "total_charge": 2, "spin_multiplicity": 5, "orbital_gap_ev": [10.5, 8.6], "largest_force_ev_per_a": 6.34}

Record 9
{"formula": "C6H8MgO6Rb", "method": "ωB97M-V/def2-TZVPD", "symbols": ["Mg", "O", "O", "C", "C", "O", "C", "H", "H", "H", "H", "Rb", "O", "O", "C", "C", "O", "C", "H", "H", "H", "H"], "xyz": [[0.592, 2.280, -2.946], [-1.293, 1.856, -2.349], [-1.322, -0.302, -2.917], [2.796, 0.522, -3.849], [1.813, 1.489, -4.475], [-1.598, 0.339, -0.707], [-1.462, 0.738, -1.847], [3.359, -0.088, -4.569], [3.518, 1.030, -3.195], [1.265, 0.987, -5.290], [2.421, 2.277, -4.950], [0.093, 0.220, 1.730], [1.330, 0.915, -1.529], [2.170, -0.532, -3.029], [-1.512, -1.584, -2.664], [-0.315, -2.455, -2.611], [0.897, -1.239, -1.369], [1.505, -0.265, -1.949], [-2.553, -1.913, -2.745], [-0.546, -3.513, -2.793], [0.348, -2.316, -3.471], [-1.352, -2.602, -1.664]], "e_above_lowest_kcal_mol": 39.41, "total_charge": 1, "spin_multiplicity": 1, "orbital_gap_ev": 7.8, "largest_force_ev_per_a": 5.59}

Record 10
{"formula": "C6H8N", "method": "ωB97M-V/def2-TZVPD", "symbols": ["C", "C", "C", "C", "N", "C", "C", "H", "H", "H", "H", "H", "H", "H", "H"], "xyz": [[-2.433, -1.692, 0.159], [-1.781, -0.710, -0.102], [-0.949, 0.474, -0.491], [-1.083, 1.685, 0.346], [0.380, -0.043, -0.377], [1.442, -0.394, -0.099], [2.779, -0.717, 0.037], [-3.188, -2.390, 0.406], [-1.090, 0.690, -1.586], [-1.506, 1.391, 1.384], [-1.872, 2.315, -0.208], [-0.047, 2.179, 0.293], [2.952, -0.753, 1.201], [2.940, -1.842, -0.370], [3.457, -0.193, -0.593]], "e_above_lowest_kcal_mol": 106.89, "total_charge": 1, "spin_multiplicity": 1, "orbital_gap_ev": 10.7, "largest_force_ev_per_a": 5.37}

Record 11
{"formula": "C6H8N", "method": "ωB97M-V/def2-TZVPD", "symbols": ["C", "C", "C", "C", "C", "C", "N", "H", "H", "H", "H", "H", "H", "H", "H"], "xyz": [[-1.314, -1.148, -0.898], [-1.543, -0.958, 0.417], [1.178, -0.073, -0.819], [-0.357, 0.055, -1.062], [0.960, 0.091, 0.662], [-0.512, 0.069, 0.467], [0.287, 1.388, 1.124], [-1.737, -1.823, -1.530], [-2.069, -1.409, 1.154], [1.509, -1.176, -0.822], [1.751, 0.676, -1.359], [-0.463, 0.925, -1.688], [1.605, -0.493, 1.467], [0.055, 1.634, 2.172], [0.653, 2.241, 0.715]], "e_above_lowest_kcal_mol": 138.02, "total_charge": 1, "spin_multiplicity": 1, "orbital_gap_ev": 10.8, "largest_force_ev_per_a": 3.81}

Record 12
{"formula": "C6H8N", "method": "ωB97M-V/def2-TZVPD", "symbols": ["C", "C", "C", "C", "C", "C", "N", "H", "H", "H", "H", "H", "H", "H", "H"], "xyz": [[-1.236, 0.270, -1.977], [-0.873, -0.419, -1.072], [-0.318, -1.310, -0.146], [1.839, 1.032, -0.326], [-0.691, -0.591, 1.237], [-0.005, 0.669, 1.135], [1.082, 0.754, 0.563], [-1.700, 0.981, -2.568], [0.752, -1.561, -0.101], [-0.921, -2.240, -0.071], [2.852, 1.560, -0.413], [1.314, 0.720, -1.350], [0.018, -1.090, 2.014], [-0.442, 1.681, 1.411], [-1.669, -0.457, 1.664]], "e_above_lowest_kcal_mol": 94.87, "total_charge": 1, "spin_multiplicity": 3, "orbital_gap_ev": [7.4, 5.5], "largest_force_ev_per_a": 6.87}